1.
A structure of composition C7H10AuN3O2. Source: the Open Molecules 2025 dataset; level of theory: ωB97M-V/def2-TZVPD.

Properties
charge: 0
orbital gap: 8.496 eV
HOMO energy: -8.7 eV

```
23
Properties=species:S:1:pos:R:3:forces:R:3:lowdin_charge:R:1
Au -0.588 0.757 0.715 0.3 -0.1 -0.1 0.844
N 1.612 2.327 -0.463 -0.1 0.1 0.0 -0.036
N 0.615 3.039 -1.160 0.0 0.0 -0.1 -0.063
C -0.475 2.344 -1.741 0.1 -0.1 0.0 -0.753
O -1.020 2.878 -2.689 0.0 0.0 0.0 0.029
O -0.808 1.195 -1.234 -0.2 0.1 0.1 -0.280
H 2.037 2.968 0.193 0.1 -0.1 0.0 0.067
H 2.327 1.968 -1.088 0.0 0.0 0.0 0.079
H 0.949 3.729 -1.819 0.0 0.0 0.0 0.120
C 0.206 -0.700 6.837 0.0 0.0 0.0 -0.035
C 0.021 -0.367 5.387 0.0 0.0 0.0 -0.255
C 0.196 0.924 4.904 0.0 0.0 0.0 -0.012
C 0.011 1.191 3.562 0.0 -0.1 0.0 -0.124
N -0.337 0.242 2.682 -0.1 0.2 0.0 -0.159
C -0.506 -1.007 3.136 0.0 0.0 0.0 -0.123
C -0.337 -1.342 4.462 0.0 0.0 0.0 -0.013
H 0.503 0.175 7.410 0.0 0.0 0.0 0.079
H 0.970 -1.469 6.959 0.0 0.0 0.0 0.090
H -0.721 -1.091 7.259 0.0 0.0 0.0 0.091
H 0.476 1.731 5.567 0.0 0.0 0.0 0.117
H 0.141 2.186 3.163 0.0 0.0 0.0 0.107
H -0.783 -1.746 2.398 0.0 0.0 0.0 0.108
H -0.488 -2.368 4.770 0.0 0.0 0.0 0.122
```
Positions in Å, forces in eV/Å.



2.
A structure of composition C2H4BaO2. Source: the Open Molecules 2025 dataset; level of theory: ωB97M-V/def2-TZVPD.

Properties
charge: +1
2S+1: 2
orbital gap (spin up / spin down): 4.014 / 9.616 eV
HOMO energy (spin up / spin down): -8.5 / -14.1 eV

```
9
Properties=species:S:1:pos:R:3:forces:R:3:lowdin_spin:R:1
C -2.260 0.399 -0.399 -0.8 0.7 2.2 0.006
C -3.361 -0.244 0.101 -0.8 1.4 -1.9 0.004
O -1.188 -0.058 0.342 -0.5 -2.6 0.3 0.033
H -2.045 1.375 -0.827 -0.2 -0.2 -0.1 0.002
H -4.243 0.390 0.217 -0.1 -0.3 -0.5 0.000
H -3.585 -1.240 -0.292 0.6 -0.5 1.2 0.001
Ba 2.480 0.382 0.219 -0.7 -0.3 -0.2 0.888
O -0.092 -0.435 -0.485 1.3 0.2 0.1 0.065
H -1.850 -0.869 0.889 1.4 1.6 -1.1 0.002
```
Positions in Å, forces in eV/Å.



3.
A structure of composition C47H53N3O3P2Sc. Source: the Open Molecules 2025 dataset; level of theory: ωB97M-V/def2-TZVPD.

Properties
charge: +3
orbital gap: 5.837 eV
HOMO energy: -14.4 eV

```
109
Properties=species:S:1:pos:R:3:forces:R:3:lowdin_charge:R:1
Sc -0.154 -0.502 -1.171 -1.4 -0.1 -0.6 1.018
C -2.315 2.681 -5.291 -0.5 0.5 0.0 0.006
N -1.614 1.480 -4.873 0.2 -0.3 0.5 -0.097
C -1.098 0.684 -5.969 0.3 -0.4 -0.3 0.018
C -1.468 1.142 -3.611 -0.4 0.6 0.3 -0.343
O -0.774 0.176 -3.188 0.4 -0.2 0.2 -0.074
C -2.215 1.965 -2.555 0.2 -0.1 0.0 -0.057
O -2.099 1.254 -1.329 -0.1 -0.2 -0.2 -0.229
C -3.315 0.798 -0.759 0.1 0.0 0.1 -0.064
C -3.032 -0.548 -0.102 -1.1 0.7 0.3 -0.336
O -1.915 -1.094 -0.330 0.9 -0.3 -0.1 -0.085
N -3.963 -1.091 0.643 0.8 0.0 -0.5 -0.091
C -5.229 -0.469 0.966 -0.5 0.4 0.1 0.016
C -3.764 -2.390 1.251 0.4 -0.6 0.2 0.024
H -1.929 2.993 -6.260 0.1 0.0 0.1 0.115
H -2.161 3.495 -4.589 0.0 0.0 0.0 0.102
H -3.386 2.502 -5.405 0.0 -0.1 0.0 0.119
H -1.867 0.599 -6.737 0.0 0.0 0.1 0.120
H -0.831 -0.305 -5.613 0.0 0.1 0.0 0.062
H -0.229 1.173 -6.411 0.0 0.0 0.0 0.119
H -3.265 2.100 -2.831 0.2 0.1 0.0 0.150
H -1.743 2.948 -2.427 -0.1 -0.1 -0.1 0.149
H -4.077 0.646 -1.532 0.0 0.0 0.0 0.159
H -3.678 1.534 -0.030 0.0 -0.2 0.0 0.144
H -5.558 0.226 0.202 0.0 0.0 -0.1 0.100
H -5.151 0.062 1.916 0.0 0.0 0.0 0.113
H -5.981 -1.248 1.073 0.0 0.0 -0.1 0.117
H -2.713 -2.657 1.204 -0.1 0.0 0.1 0.063
H -4.357 -3.141 0.726 0.0 0.1 0.0 0.123
H -4.082 -2.352 2.292 0.0 0.0 0.0 0.119
C 1.713 -1.275 -4.744 0.0 0.0 0.1 -0.012
C 0.767 -2.076 -3.903 0.1 -0.1 0.1 -0.274
C 1.094 -2.370 -2.569 0.0 -0.3 -0.1 -0.135
C 0.275 -3.230 -1.810 0.2 -0.2 -0.1 -0.133
C -0.901 -3.735 -2.357 0.1 0.1 0.3 -0.047
C -1.242 -3.413 -3.665 0.1 0.1 0.0 -0.016
C -0.411 -2.608 -4.427 0.1 -0.1 0.1 -0.025
H 1.699 -1.624 -5.773 0.0 0.0 -0.1 0.104
H 2.729 -1.363 -4.363 0.1 0.0 0.0 0.095
H 1.439 -0.218 -4.742 0.0 0.0 0.0 0.072
H 2.111 -2.173 -2.219 -0.3 0.1 0.0 0.098
H 0.664 -3.645 -0.880 -0.1 0.3 -0.1 0.097
H -1.498 -4.442 -1.799 -0.1 0.0 0.1 0.124
H -2.123 -3.847 -4.114 -0.1 0.0 0.0 0.127
H -0.644 -2.460 -5.470 0.0 0.0 -0.1 0.125
C 1.626 2.019 1.609 0.3 -0.3 -0.3 -0.257
N 1.743 0.865 2.453 -0.4 -0.2 -0.4 -0.192
C 2.467 -0.214 1.853 -0.2 0.1 -0.2 -0.293
P 1.428 -1.476 0.911 1.0 -0.1 0.9 1.048
C 0.644 -2.456 2.235 -0.4 0.2 -0.4 -0.365
C -0.312 -3.386 1.822 0.1 0.1 0.0 -0.138
C -0.889 -4.261 2.723 0.0 0.0 0.0 -0.065
C -0.535 -4.201 4.062 0.0 0.0 -0.1 -0.038
C 0.393 -3.264 4.486 0.0 0.0 0.1 -0.034
C 0.982 -2.391 3.585 0.1 0.1 -0.1 -0.052
C 2.894 -2.472 0.452 -0.3 0.1 -0.4 -0.385
C 3.785 -1.886 -0.451 -0.1 0.0 0.1 -0.144
C 4.972 -2.519 -0.765 0.0 0.1 -0.1 -0.050
C 5.273 -3.742 -0.182 0.0 0.0 0.0 -0.039
C 4.395 -4.325 0.718 0.1 0.0 -0.1 -0.038
C 3.199 -3.698 1.030 -0.1 0.1 0.0 -0.058
C 1.784 1.074 3.851 0.1 0.1 0.8 -0.241
C 2.827 0.585 4.641 -0.1 0.2 -0.4 -0.039
C 2.852 0.836 6.000 -0.2 0.1 0.2 -0.056
C 1.842 1.574 6.598 0.0 -0.1 0.0 -0.061
C 0.802 2.063 5.820 0.2 0.0 0.1 -0.058
C 0.768 1.815 4.462 0.2 -0.2 -0.2 -0.028
P 0.397 1.806 0.192 0.4 1.1 0.8 1.074
C 1.016 3.145 -0.870 -0.3 -0.4 -0.3 -0.379
C 1.412 2.771 -2.156 -0.1 -0.2 0.2 -0.123
C 2.065 3.670 -2.980 0.1 0.0 -0.1 -0.056
C 2.306 4.961 -2.535 0.0 -0.1 0.0 -0.035
C 1.900 5.346 -1.265 0.0 0.0 0.1 -0.032
C 1.271 4.441 -0.424 0.0 0.0 0.0 -0.075
C -1.091 2.351 1.096 0.0 -0.5 -0.2 -0.378
C -1.710 3.581 0.916 0.0 -0.1 0.0 -0.074
C -2.768 3.941 1.735 0.0 0.0 0.1 -0.042
C -3.209 3.076 2.725 0.0 -0.1 0.1 -0.047
C -2.622 1.825 2.874 -0.1 0.0 0.0 -0.072
C -1.570 1.454 2.055 0.1 0.0 -0.2 -0.137
H 2.600 2.256 1.148 -0.1 0.1 0.0 0.113
H 1.306 2.889 2.193 0.0 -0.2 -0.2 0.114
H 2.997 -0.815 2.596 -0.1 0.1 -0.2 0.091
H 3.210 0.160 1.132 0.0 -0.2 0.2 0.099
H -0.602 -3.417 0.779 0.0 -0.1 0.0 0.069
H -1.609 -4.992 2.384 -0.1 -0.1 0.0 0.118
H -0.982 -4.880 4.770 0.0 -0.1 0.1 0.121
H 0.667 -3.212 5.528 0.0 0.0 0.1 0.123
H 1.689 -1.668 3.961 0.1 0.0 0.0 0.089
H 3.545 -0.917 -0.888 0.1 0.0 0.0 0.102
H 5.663 -2.055 -1.452 0.1 0.0 -0.1 0.118
H 6.200 -4.235 -0.429 0.1 -0.1 0.0 0.121
H 4.648 -5.263 1.188 0.0 -0.1 0.0 0.122
H 2.516 -4.159 1.727 0.0 0.0 0.1 0.109
H 3.662 0.056 4.206 0.1 0.0 -0.1 0.111
H 3.686 0.482 6.585 0.1 -0.1 0.1 0.117
H 1.867 1.770 7.657 0.0 0.0 0.1 0.114
H 0.018 2.649 6.273 -0.1 0.0 0.1 0.113
H -0.054 2.193 3.875 0.0 0.1 -0.1 0.085
H 1.227 1.743 -2.485 0.1 0.3 -0.1 0.072
H 2.406 3.365 -3.957 0.0 0.0 -0.1 0.115
H 2.827 5.662 -3.171 0.0 0.0 0.0 0.124
H 2.099 6.349 -0.919 0.0 0.1 0.0 0.125
H 1.002 4.745 0.579 0.0 0.0 0.1 0.116
H -1.360 4.262 0.155 0.0 0.1 -0.1 0.104
H -3.222 4.912 1.628 -0.1 0.1 0.0 0.121
H -3.997 3.378 3.398 -0.1 0.0 0.0 0.121
H -2.967 1.160 3.653 0.0 -0.1 0.1 0.121
H -1.083 0.488 2.180 -0.1 0.1 0.1 0.109
```
Positions in Å, forces in eV/Å.



4.
A structure of composition C23H39BrF9NO10PS3. Source: the Open Molecules 2025 dataset; level of theory: ωB97M-V/def2-TZVPD.

Properties
charge: -1
orbital gap: 7.754 eV
HOMO energy: -6.4 eV

```
87
Properties=species:S:1:pos:R:3:forces:R:3:lowdin_charge:R:1
C 6.800 -1.395 2.174 0.0 0.4 -0.3 -0.153
C 6.203 -0.362 1.158 0.7 -0.1 0.7 -0.403
P 4.533 0.110 1.816 0.2 -1.3 -0.1 1.077
C 4.906 0.981 3.419 0.7 0.2 -0.5 -0.250
C 3.629 1.374 0.623 1.8 -0.6 0.5 -0.489
C 4.585 2.150 -0.272 -0.4 0.9 0.5 -0.129
C 5.805 2.768 0.460 0.4 -0.1 -1.4 -0.270
C 7.046 2.527 -0.425 -0.1 -0.1 0.7 -0.592
Br 8.673 2.712 0.671 -0.2 0.2 -0.4 0.612
O 2.903 2.184 1.598 -1.3 -1.6 -0.4 -0.177
S 1.674 1.178 2.064 -1.7 -0.4 1.5 0.616
O 1.755 0.713 3.398 1.8 -0.6 0.5 -0.222
O 0.437 1.839 1.877 -0.3 0.8 -1.7 -0.211
O 1.886 -0.101 1.066 0.5 1.8 0.4 -0.205
C 2.587 0.507 -0.084 -1.8 0.6 -1.6 -0.426
C 1.390 1.180 -0.886 0.7 1.0 0.0 -0.100
C 1.368 2.722 -1.001 -0.8 -0.7 -1.3 -0.161
C 0.130 3.115 -1.878 0.6 0.7 0.3 -0.193
C -0.968 3.851 -1.103 -0.1 -0.5 0.9 -0.191
C -1.922 2.964 -0.254 -0.3 0.0 -0.8 -0.187
C -2.243 1.560 -0.830 -1.3 0.5 1.2 -0.184
C -3.755 1.215 -0.601 1.0 -0.9 -0.5 -0.143
C -4.002 -0.232 -0.082 -1.2 1.0 -0.3 -0.209
O -4.772 -0.178 1.109 1.0 -0.1 0.2 -0.225
C -3.974 0.181 2.220 -0.4 -0.5 -0.1 -0.101
C 3.191 -0.471 -1.091 0.4 -1.1 1.5 -0.089
C 2.319 -1.718 -1.301 1.0 0.2 -0.1 -0.160
O 3.242 -2.799 -1.492 -0.4 -0.3 -0.7 -0.131
C 2.546 -4.025 -1.685 -0.3 1.0 1.0 -0.065
C 2.407 -4.747 -0.315 0.7 -0.4 -1.7 -0.643
F 1.168 -4.691 0.129 -0.8 0.1 0.6 0.165
F 2.727 -6.045 -0.457 -0.1 -0.6 -0.1 0.125
F 3.229 -4.258 0.584 0.3 0.5 0.8 0.176
H 6.851 -2.398 1.751 -0.2 0.0 0.0 0.066
H 7.820 -1.090 2.411 0.0 -0.1 0.1 0.068
H 6.228 -1.436 3.100 0.1 -0.1 0.0 0.046
H 6.180 -0.868 0.192 -0.4 0.3 -0.1 0.070
H 6.932 0.448 1.096 -0.2 0.1 -0.1 0.013
H 4.846 2.067 3.356 -0.2 -0.1 0.1 0.041
H 4.266 0.577 4.197 -0.3 0.2 -0.1 0.031
H 5.930 0.736 3.720 0.0 0.0 -0.2 0.041
H 4.909 1.494 -1.082 0.0 -0.2 0.2 0.116
H 4.074 2.978 -0.769 -0.2 -0.2 0.0 0.110
H 5.678 3.850 0.497 -0.1 -0.1 0.6 0.114
H 6.004 2.343 1.437 -0.3 0.1 0.1 0.051
H 7.087 3.213 -1.266 0.2 0.1 0.1 0.066
H 7.074 1.508 -0.796 0.1 0.0 0.0 0.041
H 1.431 0.812 -1.912 0.0 0.0 0.0 0.112
H 0.433 0.840 -0.499 0.1 -0.1 0.3 0.104
H 1.348 3.237 -0.047 0.1 0.0 0.0 0.099
H 2.229 3.001 -1.613 0.2 0.2 0.5 0.095
H 0.483 3.802 -2.654 0.0 -0.1 0.0 0.103
H -0.209 2.222 -2.403 -0.3 0.1 0.0 0.090
H -0.461 4.528 -0.406 0.0 0.1 -0.2 0.104
H -1.586 4.490 -1.737 0.2 -0.2 -0.3 0.103
H -1.602 2.861 0.783 0.3 0.0 -0.1 0.091
H -2.876 3.498 -0.209 0.1 0.1 0.1 0.096
H -2.079 1.476 -1.902 0.5 -0.1 0.1 0.101
H -1.686 0.830 -0.237 0.3 -0.1 -0.5 0.086
H -4.239 1.906 0.086 0.0 0.0 0.0 0.102
H -4.246 1.288 -1.574 -0.2 0.2 0.2 0.109
H -3.080 -0.812 0.055 0.0 0.1 0.1 0.115
H -4.656 -0.730 -0.796 0.2 -0.3 0.1 0.097
H -2.994 -0.304 2.127 0.1 0.3 0.2 0.088
H -3.887 1.270 2.324 0.2 -0.1 0.0 0.084
H -4.449 -0.226 3.116 -0.1 0.1 0.0 0.083
H 4.158 -0.837 -0.729 -0.1 -0.1 0.0 0.099
H 3.386 0.017 -2.043 -0.1 0.3 0.1 0.132
H 1.699 -1.952 -0.432 -0.2 0.3 -0.1 0.137
H 1.730 -1.577 -2.212 -0.3 -0.2 0.2 0.133
H 1.527 -3.772 -1.987 0.0 -0.5 -0.4 0.132
H 3.049 -4.649 -2.418 0.1 0.0 0.1 0.137
C -7.504 -2.242 1.412 -0.4 -0.3 0.9 -0.655
F -6.403 -1.763 1.994 -0.5 -0.4 -0.2 0.120
F -7.591 -3.551 1.723 0.1 0.2 -0.2 0.110
F -8.563 -1.639 1.988 0.2 0.0 -0.3 0.112
S -7.472 -1.977 -0.407 0.4 0.2 0.3 0.567
O -6.320 -2.709 -0.859 -0.1 -0.3 0.0 -0.291
O -7.404 -0.553 -0.573 -0.3 0.1 0.0 -0.281
N -8.878 -2.644 -0.712 0.5 0.3 -0.6 -0.298
S -9.342 -2.651 -2.228 -0.2 0.0 -0.4 0.564
O -8.601 -3.509 -3.109 0.1 -0.2 0.2 -0.293
O -9.725 -1.379 -2.773 -0.1 0.2 0.2 -0.292
C -10.931 -3.531 -1.954 -0.6 -0.4 0.6 -0.668
F -11.741 -2.850 -1.123 0.2 0.0 -0.2 0.112
F -10.740 -4.745 -1.406 0.1 0.2 -0.2 0.111
F -11.593 -3.709 -3.107 0.3 0.1 0.1 0.117
```
Positions in Å, forces in eV/Å.



Strongest force on any atom
In order: 0.006; 0.052; 0.029; 0.048
Unit: Eh/bohr